Run i
A structure of composition H2O4S3. Source: the Open Molecules 2025 dataset; level of theory: wB97M-V/def2-TZVPD.

Output
- E_HOMO (alpha / beta): -0.334 / -0.334 Eh
- HOMO-LUMO gap (alpha / beta): 7.971 / 7.967 eV
- Net charge: 0

```
9
Properties=species:S:1:pos:R:3:lowdin_charge:R:1
O 0.11679 -0.72057 1.14738 -0.3819
O -0.58529 1.67671 1.46930 -0.2219
O 1.19805 0.97658 -0.70739 -0.7385
O -1.61568 0.42408 -0.31126 -0.6870
S 2.07582 -0.29369 -0.89781 0.7638
S -1.66766 -1.07716 -1.00974 0.8152
S -0.31472 0.58736 0.65384 0.6241
H 3.18481 0.21600 -0.27686 -0.0964
H -2.39212 -1.78931 -0.06745 -0.0774
```



Run ii
An isolated molecule of H2O4S3. Source: the Open Molecules 2025 dataset; level of theory: wB97M-V/def2-TZVPD.

Output
- E_HOMO: -0.340 Eh
- HOMO-LUMO gap: 8.636 eV
- Net charge: 0

```
9
Properties=species:S:1:pos:R:3:lowdin_charge:R:1
O 3.80109 -1.45346 0.20772 -0.4570
O 1.64100 -1.02379 -1.00512 -0.3679
O -0.82789 0.67598 0.07748 -0.5030
O 1.48347 1.83080 0.51873 -1.0124
S 0.03046 2.02112 -0.20170 0.8578
S 2.98853 1.39320 -0.24785 0.6545
S 2.61290 -0.72112 0.31593 0.6936
H -1.42858 0.46267 0.90117 0.1327
H 1.21220 -0.14873 -1.20522 0.0016
```



Most stable one: run ii, least stable one: run i.



Run i
A cluster of 3 separate species, C3H11NO3S in total. Source: the Open Molecules 2025 dataset; level of theory: wB97M-V/def2-TZVPD.

Output
- E_HOMO: -0.332 Eh
- HOMO-LUMO gap: 9.455 eV
- Net charge: 0
- SMILES: O=CNCCS.O.O

```
19
Properties=species:S:1:pos:R:3:lowdin_charge:R:1
O 1.69384 -2.49429 -0.17182 -0.0229
C 1.21365 -1.45014 -0.63747 -0.3518
N 0.63077 -0.59535 0.19929 -0.0001
C -0.00315 0.68978 -0.11082 -0.2741
C -1.56757 0.88267 0.05444 -0.4825
S -1.93909 0.89633 1.85075 0.7168
H 1.56342 -1.34491 -1.63111 0.1272
H 0.54126 -0.91090 1.14133 0.1000
H 0.21549 0.91139 -1.23689 0.1288
H 0.66028 1.45480 0.16836 0.0842
H -2.10134 0.34508 -0.75061 0.0753
H -1.71853 1.99234 0.00097 0.0624
H -1.46958 -0.25741 2.26937 -0.1773
H -0.22964 -0.49052 -2.23464 -0.1268
H -1.23183 -0.78786 -3.18934 0.0863
O -0.67603 -0.06999 -2.83160 0.0055
H 1.93272 0.58224 1.72323 0.1005
H 1.38150 0.16816 3.11855 0.0530
O 1.10383 0.47860 2.26802 -0.1044
```



Run ii
A cluster of 3 separate species, C3H11NO3S in total. Source: the Open Molecules 2025 dataset; level of theory: wB97M-V/def2-TZVPD.

Output
- E_HOMO: -0.347 Eh
- HOMO-LUMO gap: 9.923 eV
- Net charge: 0
- SMILES: O=CNCCS.O.O

```
19
Properties=species:S:1:pos:R:3:lowdin_charge:R:1
O 3.35387 0.21211 -1.14080 0.0158
C 2.15048 0.13187 -1.10187 -0.3466
N 1.43870 0.51632 -0.00319 0.0135
C -0.01451 0.56171 0.15336 -0.2717
C -0.39521 -0.01092 1.59061 -0.5176
S -1.06579 -1.67751 1.26261 0.6970
H 1.53615 -0.15078 -1.98166 0.1444
H 1.80952 0.78079 0.89438 0.1316
H -0.49051 -0.06627 -0.63804 0.0874
H -0.54771 1.49666 -0.05168 0.1072
H -0.95236 0.69257 2.20380 0.0739
H 0.50586 -0.28651 2.13117 0.0401
H -1.80040 -1.73383 2.39121 -0.1460
H -6.47621 1.81878 -1.76723 0.0321
H -5.76340 2.18255 -2.90709 0.0359
O -6.04956 1.35068 -2.49762 -0.0680
H 4.63809 -1.30803 0.21201 0.0080
H 3.65683 -2.27460 0.87839 0.0186
O 4.46615 -2.23560 0.37165 -0.0557
```



Most stable one: run ii, least stable one: run i.



Run i
A cluster of 2 separate species, C4H14N2O in total. Source: the Open Molecules 2025 dataset; level of theory: wB97M-V/def2-TZVPD.

Output
- E_HOMO (alpha / beta): 0.051 / -0.198 Eh
- HOMO-LUMO gap (alpha / beta): 2.425 / 9.082 eV
- Spin multiplicity: 2
- Net charge: -1
- ⟨S²⟩: 0.750

```
21
Properties=species:S:1:pos:R:3:lowdin_spin:R:1
C 1.25472 -1.46467 -2.14525 0.0697
C -0.12786 -0.98151 -2.31126 0.0267
C -0.95667 -0.62773 -1.04829 0.0251
N -0.76754 0.73679 -0.53718 0.0268
C -1.10904 0.77670 0.94350 0.1818
N -0.37753 1.91886 1.72314 0.1254
H 1.31270 -2.43939 -1.57744 0.0070
H 1.92586 -0.72763 -1.87294 0.0292
H 1.56428 -1.97238 -3.11260 0.0106
H -0.12328 -0.01594 -3.00142 0.0066
H -0.74838 -1.53352 -2.98060 0.0043
H -0.65471 -1.42564 -0.28259 0.0056
H -2.01514 -0.76222 -1.27938 0.0044
H 0.15436 1.09816 -0.76625 0.0413
H -2.16249 0.90185 0.98764 0.0342
H -0.90375 -0.15147 1.49998 0.0181
H -0.07810 2.51928 1.08573 0.0772
H -0.89506 2.44778 2.35660 0.0958
H 2.38090 0.16617 2.60354 0.0615
H 0.80445 0.17398 2.91791 0.0298
O 1.63586 -0.38566 2.81098 0.1188
```



Run ii
A cluster of 2 separate species, C4H14N2O in total. Source: the Open Molecules 2025 dataset; level of theory: wB97M-V/def2-TZVPD.

Output
- E_HOMO (alpha / beta): 0.038 / -0.175 Eh
- HOMO-LUMO gap (alpha / beta): 2.769 / 8.384 eV
- Spin multiplicity: 2
- Net charge: -1
- ⟨S²⟩: 0.751

```
21
Properties=species:S:1:pos:R:3:lowdin_spin:R:1
C 0.66508 -2.18307 -0.03751 0.0498
N 0.89802 -0.74585 0.10972 0.0306
C -0.00882 -0.27900 -2.00450 0.0198
C 0.05998 0.29176 -0.57075 0.0706
C -1.41716 0.48176 0.00692 0.0814
N -1.61234 -0.17110 1.25218 0.0608
H 0.96003 -2.60966 -0.99462 0.0017
H 1.10029 -2.66530 0.84048 0.0180
H -0.40058 -2.43300 0.08677 0.0066
H 0.84231 -0.59350 1.11758 0.0725
H -0.42116 0.36568 -2.76940 0.0050
H -0.61295 -1.18560 -1.95271 0.0010
H 1.00125 -0.63120 -2.25499 0.0039
H 0.60633 1.19575 -0.32678 0.0458
H -1.62351 1.53873 0.25842 0.0468
H -2.09559 0.21607 -0.80763 0.0040
H -1.66390 -1.15136 1.46892 0.0205
H -1.27788 0.28272 2.09718 0.0941
H 1.01841 2.98504 1.74736 0.0958
H 2.38603 3.53449 1.11392 0.0626
O 1.59615 3.75664 1.61943 0.2087
```



Most stable one: run ii, least stable one: run i.



Run i
A cluster of 2 separate species, C4H6F2O2 in total. Source: the Open Molecules 2025 dataset; level of theory: wB97M-V/def2-TZVPD.

Output
- E_HOMO: -0.380 Eh
- HOMO-LUMO gap: 10.069 eV
- Net charge: 0

```
14
Properties=species:S:1:pos:R:3:lowdin_charge:R:1
C 0.59890 1.25246 -0.88069 -0.1434
C 0.69654 -0.13279 -0.12762 -0.3755
C -0.34678 -0.19572 0.74529 -0.3044
C -1.33974 -1.04546 0.73728 0.0328
H -1.25931 0.63678 -1.44482 0.1470
H 0.02267 1.98917 -0.01295 0.1750
H 1.65438 1.80614 -1.10733 0.1696
H 0.42920 -1.04366 -0.77262 0.1670
H 2.10043 -1.65864 0.54635 0.2919
H -1.40254 -1.92559 0.22872 0.0995
O -0.34902 0.84006 -1.93576 -0.1337
O 2.04186 -0.32999 0.53647 -0.1353
F -0.62099 0.87196 1.60887 0.0373
F -2.22562 -1.06472 1.87879 -0.0277
```



Run ii
A cluster of 2 separate species, C4H6F2O2 in total. Source: the Open Molecules 2025 dataset; level of theory: wB97M-V/def2-TZVPD.

Output
- E_HOMO: -0.377 Eh
- HOMO-LUMO gap: 10.981 eV
- Net charge: 0
- SMILES: C=C(F)F.COC=O

```
14
Properties=species:S:1:pos:R:3:lowdin_charge:R:1
C 1.77284 -0.40905 0.13864 -0.3275
C -1.49900 0.20198 1.64984 0.1105
C 4.19441 0.35053 0.10267 -0.0036
C -2.58952 -0.08400 0.98498 -0.2924
O 1.56210 -0.39993 1.34260 0.0509
O 2.86522 0.09638 -0.47726 -0.1106
F -3.20231 -1.31317 1.35023 0.0027
F -3.30645 0.32613 -0.10429 0.0829
H 1.17982 -0.45395 -0.80900 0.1570
H -0.80776 0.90066 1.56108 0.0250
H -1.36169 -0.56808 2.28777 0.0547
H 4.76606 -0.57370 0.04674 0.0917
H 4.02279 0.79811 1.05069 0.0822
H 4.67900 0.86838 -0.68807 0.0765
```



Most stable one: run ii, least stable one: run i.